Molecular formula: C3H4LaO3
Method: DFT, wB97M-V/def2-TZVPD

```
11
Properties=species:S:1:pos:R:3:forces:R:3:mulliken_spin:R:1
La 2.881004 1.291897 0.828915 -1.3 -1.1 -1.2 1.058
O -0.827718 1.247290 0.220157 1.4 0.4 0.0 -0.010
O -3.035343 0.849867 0.345377 1.0 -0.2 -0.3 0.000
O -1.569672 -0.806734 -0.014163 0.5 -0.7 -0.2 0.006
C -0.124733 -0.935380 0.100577 -0.1 -0.2 0.0 0.005
C 0.387597 0.456117 -0.197927 0.2 0.7 0.3 -0.030
C -1.894737 0.473907 0.182253 -1.8 0.2 0.4 -0.002
H 0.070841 -1.285729 1.125961 0.0 0.1 -0.2 0.006
H 0.412085 0.591445 -1.295481 0.1 -0.1 0.3 -0.020
H 0.220715 -1.691194 -0.613419 -0.1 0.2 0.2 -0.009
H 3.479966 -0.191487 -0.682252 0.0 0.5 0.6 -0.004
```
Forces are in eV/Å.

The energy above the lowest of the compared OMol25 structures with the same formula, charge and spin comes out at 71.7 kcal/mol. The calculation puts the LUMO energy (spin up / spin down) at -0.88 / -1.30 eV. Its spin multiplicity is 2. The value obtained for the HOMO energy (spin up / spin down) is -6.49 / -8.62 eV. For the frontier orbital gap (spin up / spin down), the calculation gives 0.2059 / 0.2688 hartree.

***

Molecular formula: C3H3NO3
Method: DFT, wB97M-V/def2-TZVPD

```
10
Properties=species:S:1:pos:R:3:forces:R:3:lowdin_charge:R:1
O 0.686589 1.358533 0.029680 -0.2 0.2 -0.3 0.063
O -1.379839 2.251678 -0.255352 0.2 -0.4 0.7 0.204
O -1.102874 0.122071 0.516493 0.0 0.1 0.1 0.134
N 0.028679 -1.960140 0.678664 -0.2 0.4 -0.1 0.197
C -0.050780 -0.765241 0.319641 0.1 -0.3 -0.1 -0.382
C -0.667695 1.367146 0.084900 -0.5 0.6 0.0 -0.534
C 0.898614 0.046379 -0.508080 0.1 -0.3 -0.2 -0.055
H -0.801063 -2.274822 1.181058 0.0 0.1 0.0 0.079
H 0.443795 0.094944 -1.506019 0.5 -0.4 -0.2 0.150
H 1.944574 -0.240547 -0.540984 -0.1 0.1 0.2 0.146
```
Forces are in eV/Å.

The energy above the lowest of the compared OMol25 structures with the same formula, charge and spin comes out at 24.7 kcal/mol. The calculation puts the LUMO energy at 0.66 eV. The value obtained for the HOMO energy is -11.37 eV. Its SMILES is [H]/N=C1/COC(=O)O1. For the frontier orbital gap, the calculation gives 0.4424 hartree.

***

Molecular formula: C3H16O5
Method: DFT, wB97M-V/def2-TZVPD

```
24
Properties=species:S:1:pos:R:3:forces:R:3:lowdin_charge:R:1
O -2.752662 -2.120256 -0.847321 0.0 -0.4 0.1 -0.079
O -0.314317 -2.695212 -1.855244 -0.1 -0.3 -1.3 -0.060
O -0.610364 2.050218 -0.046760 1.0 1.4 -0.6 -0.075
O 1.453298 -0.678629 -2.244552 0.9 0.7 -0.2 -0.056
O 2.526971 1.678486 -0.112520 0.5 0.1 -0.1 -0.054
C -0.679413 1.862804 1.349068 -1.7 -2.2 0.8 -0.286
C -0.099537 -0.268215 2.858065 0.7 -0.2 0.4 -0.098
C 0.167992 0.623647 1.610288 1.1 -0.8 0.2 -0.247
H -1.736870 1.582185 1.468487 0.1 -0.1 0.8 0.118
H 1.699536 2.067921 0.172805 -0.4 0.2 -0.2 -0.001
H 0.459793 -2.286416 -2.294015 -0.5 0.0 0.9 0.034
H 1.265574 0.866366 1.482869 -1.4 -0.4 0.5 0.097
H -0.320548 -1.310809 2.557352 -0.7 0.7 -0.1 0.065
H 1.500309 0.070680 -1.627009 -0.3 -0.3 0.1 0.033
H -0.064276 -0.085624 0.831485 0.1 0.3 -0.9 0.091
H -1.926888 -2.374677 -1.302233 -0.4 0.3 -0.2 -0.023
H -0.150893 -2.854811 -0.936332 0.8 0.0 0.6 0.036
H 3.182652 2.042143 0.495521 0.0 -0.1 -0.2 0.054
H -2.747368 -1.166334 -0.857526 0.0 0.4 0.0 0.013
H 2.228563 -0.498897 -2.800975 -0.3 -0.3 0.1 0.063
H 0.862828 -0.512470 3.379702 -0.9 1.0 0.3 0.074
H -1.322159 2.629621 -0.341138 0.2 0.0 0.1 0.097
H -0.925564 0.143140 3.492551 1.0 -0.6 -0.2 0.081
H -0.489196 2.643071 2.101728 0.4 0.5 -0.9 0.123
```
Forces are in eV/Å.

The energy above the lowest of the compared OMol25 structures with the same formula, charge and spin comes out at 31.8 kcal/mol. The calculation puts the LUMO energy at 0.41 eV. The value obtained for the HOMO energy is -10.49 eV. Its SMILES is CCCO.O.O.O.O. For the frontier orbital gap, the calculation gives 0.4008 hartree.

***

Molecular formula: C4H7ClFN
Method: DFT, wB97M-V/def2-TZVPD

```
14
Properties=species:S:1:pos:R:3:forces:R:3:lowdin_charge:R:1
Cl 2.523978 -0.038173 -0.041289 0.3 -0.1 0.1 0.633
F -2.460170 -1.175475 -0.444948 1.7 0.3 0.4 -0.078
N -1.325213 1.958849 0.386964 -3.8 1.5 -3.9 -0.011
C -0.463960 1.229697 -0.522723 1.6 -0.8 -1.1 -0.264
C -1.328073 -0.989416 0.407477 -1.0 -1.9 3.4 -0.192
C -0.181422 -0.150850 -0.045348 -0.4 -2.0 0.5 -0.366
C 0.995916 -0.791435 0.183649 -1.3 -1.6 -0.9 -0.540
H 0.700961 1.525862 -0.581529 -2.9 1.0 -0.4 0.105
H -1.010154 1.112506 -1.563907 1.5 0.6 1.9 0.163
H 0.986759 -1.980457 0.312061 0.4 3.1 0.0 0.122
H -0.812398 -1.986537 0.736093 -1.7 1.2 -1.0 0.115
H -2.439561 1.925418 0.195959 3.8 -0.1 0.1 0.154
H -1.815232 -0.646614 1.448372 1.1 -0.2 -2.4 0.153
H -1.234768 1.778113 1.312312 0.8 -0.8 3.2 0.007
```
Forces are in eV/Å.

The energy above the lowest of the compared OMol25 structures with the same formula, charge and spin comes out at 42.8 kcal/mol. The calculation puts the LUMO energy at 0.83 eV. The value obtained for the HOMO energy is -9.16 eV. Its SMILES is NC/C(=C\Cl)CF. For the frontier orbital gap, the calculation gives 0.3673 hartree.

***

Molecular formula: C21H27NO
Method: DFT, wB97M-V/def2-TZVPD

```
50
Properties=species:S:1:pos:R:3:forces:R:3:lowdin_charge:R:1
O 3.586706 -2.140490 -0.933459 -0.3 0.2 0.2 -0.095
N -2.248704 -0.109313 -0.556497 0.0 0.1 -0.1 -0.173
C -0.850053 2.783663 -0.077899 -0.1 -0.1 -0.1 -0.048
C -1.862835 0.941578 -1.483479 -0.1 0.0 0.0 -0.139
C 4.977473 0.334856 1.408562 0.0 0.0 0.0 -0.087
C 1.633993 2.396999 -1.225533 0.1 0.0 -0.1 -0.084
C -0.700638 1.813211 -1.061136 0.0 0.2 -0.2 -0.217
C 1.249099 -0.995062 -0.132975 -0.5 -0.3 0.1 -0.052
C 4.930920 -0.690881 0.478641 0.2 -0.2 -0.2 -0.028
C 2.593356 0.486687 1.362423 0.1 -0.2 -0.1 -0.039
C 3.808981 0.925243 1.851586 0.1 0.1 0.1 -0.092
C -5.915337 -2.151361 0.573091 0.1 0.2 -0.1 -0.119
C -1.235046 -1.132431 -0.365251 -0.1 -0.1 0.0 -0.168
C 1.477978 3.345484 -0.229287 0.0 0.1 0.0 -0.100
C 0.552573 1.640835 -1.637152 -0.1 0.2 -0.1 -0.055
C 2.511737 -0.542771 0.429691 0.5 0.0 0.1 -0.145
C 3.712818 -1.135348 -0.016559 -0.2 0.2 0.1 -0.221
C -3.919611 -0.716024 1.157858 0.0 0.2 -0.4 -0.203
C 0.031475 -0.677461 0.299527 0.2 -0.3 0.0 -0.071
C 0.231817 3.539935 0.339397 0.1 0.1 0.1 -0.086
C 4.747816 -2.766429 -1.416231 0.2 -0.1 -0.1 -0.087
C -2.921562 0.330173 0.650252 -0.1 -0.2 0.2 -0.217
C -4.959722 -1.064822 0.097181 0.0 -0.2 0.3 -0.272
H -3.393877 -1.622937 1.461618 0.0 -0.1 0.1 0.101
H -6.444137 -1.831118 1.468776 -0.1 0.0 0.1 0.069
H 4.402801 -3.519738 -2.123457 0.1 0.0 0.0 0.094
H -1.001636 -1.555679 -1.347521 0.0 -0.1 0.1 0.126
H 0.682226 0.901009 -2.414114 0.0 -0.1 -0.1 0.117
H -4.439925 -1.394838 -0.803158 0.0 0.1 0.0 0.103
H -5.370878 -3.063823 0.806989 0.0 -0.1 0.0 0.070
H -2.223736 0.584213 1.464143 0.0 0.1 -0.1 0.113
H -0.101661 -0.057502 1.174420 0.1 0.1 0.2 0.105
H 1.347425 -1.645795 -0.991541 -0.1 0.0 -0.1 0.116
H -4.415255 -0.314328 2.044842 0.0 0.0 0.1 0.114
H 5.403482 -2.059169 -1.935260 0.0 0.0 0.0 0.096
H -6.650285 -2.378971 -0.195518 -0.1 -0.1 0.0 0.066
H 5.856228 -1.134912 0.145975 0.0 -0.1 0.0 0.099
H -1.820438 2.956041 0.364933 -0.1 0.0 0.0 0.104
H 3.843977 1.728550 2.572023 0.0 0.1 0.1 0.100
H 1.686538 0.965305 1.696547 -0.1 0.1 0.0 0.106
H -1.689021 -1.928012 0.235301 0.0 0.0 -0.1 0.117
H -2.747556 1.564488 -1.650773 0.1 0.0 -0.1 0.127
H 2.323631 3.931334 0.099428 0.1 0.0 0.0 0.102
H 5.934648 0.669613 1.780368 0.1 0.0 0.0 0.102
H -3.483765 1.233696 0.401673 0.1 0.0 0.0 0.116
H -5.527524 -0.167155 -0.157479 0.0 0.1 -0.1 0.109
H 2.602518 2.243504 -1.678366 0.1 0.0 0.0 0.108
H 0.098802 4.286182 1.109932 0.0 0.1 0.0 0.101
H 5.306531 -3.257439 -0.612553 0.0 0.0 0.0 0.096
H -1.612358 0.451222 -2.429959 0.0 0.1 0.0 0.121
```
Forces are in eV/Å.

The energy above the lowest of the compared OMol25 structures with the same formula, charge and spin comes out at 30.1 kcal/mol. The calculation puts the LUMO energy at 0.83 eV. The value obtained for the HOMO energy is -7.81 eV. Its SMILES is CCCCN(C/C=C/c1ccccc1OC)Cc1ccccc1. For the frontier orbital gap, the calculation gives 0.3174 hartree.

***

Molecular formula: C6H9N4S
Method: DFT, wB97M-V/def2-TZVPD

```
20
Properties=species:S:1:pos:R:3:forces:R:3:lowdin_charge:R:1
S -0.835365 -1.420535 0.890163 0.2 0.6 0.1 0.857
N -2.846444 1.052868 0.148425 -0.4 -1.6 -0.5 -0.046
N -3.199921 -0.876996 -1.202835 1.1 -2.6 1.9 0.032
N 1.446875 -0.115838 0.490368 -0.8 1.0 1.1 -0.157
N 1.878711 -1.000790 -0.349480 -1.0 -2.4 -2.7 0.066
C 3.432033 0.493788 -0.255967 0.1 0.4 0.1 0.018
C 0.150642 -0.168538 1.106982 0.2 0.3 1.5 -0.547
C -3.101865 -0.197786 0.060457 -0.3 0.8 -0.9 -0.368
C 2.417729 0.786644 0.654330 -0.2 1.5 1.0 0.020
C 3.005642 -0.642365 -0.926103 1.7 0.0 1.1 -0.006
C -2.256401 2.066137 0.382101 1.9 1.2 -0.1 0.072
H -3.518461 -0.563228 0.984671 -0.5 -0.9 -0.4 0.117
H -2.624174 3.046866 0.135272 -0.5 0.4 0.3 0.048
H -2.499777 -0.616936 -1.928109 -0.6 0.1 1.0 0.094
H 3.587831 -1.354487 -1.504908 -0.4 0.4 -0.3 0.157
H -2.950980 -1.890779 -0.874622 -0.9 2.1 -1.6 0.097
H 4.380823 0.965248 -0.432570 0.0 0.3 0.3 0.122
H 2.205966 1.516359 1.482578 0.8 -0.5 -1.3 0.172
H 0.046697 0.619772 1.908856 0.2 -0.9 -1.1 0.096
H 1.280448 -1.699402 -0.769612 -0.6 -0.1 0.6 0.158
```
Forces are in eV/Å.

The energy above the lowest of the compared OMol25 structures with the same formula, charge and spin comes out at 116.5 kcal/mol. The calculation puts the LUMO energy (spin up / spin down) at -5.05 / -5.05 eV. As for the net charge: +1. The value obtained for the HOMO energy (spin up / spin down) is -10.56 / -10.56 eV. For the frontier orbital gap (spin up / spin down), the calculation gives 0.2027 / 0.2024 hartree.